Below is 8 unconnected molecules or ions with the total composition C36H76N2O11SSi at a distorted geometry, with properties calculated with wB97M-V/def2-TZVPD.

Each atom is followed by the atoms it is bonded to, with distances in Å.
Atoms and positions in Å:
1 C 0.701 -4.944 0.342  C2 1.643, H31 1.176, H32 1.187, H33 1.190
2 C 1.250 -5.177 -1.188  C1 1.643, C3 1.642, H34 1.175, H35 1.193
3 C 1.017 -3.902 -2.196  C2 1.642, C4 1.515, C29 1.645
4 C 0.049 -4.040 -3.353  C3 1.515, C5 1.640, C12 1.642
5 C -0.845 -5.377 -3.670  C4 1.640, C6 1.660, H36 1.191, H37 1.178
6 C -2.252 -5.311 -2.792  C5 1.660, O7 1.498, H38 1.174, H39 1.192
7 O -3.147 -4.192 -3.228  C6 1.498, Si8 1.772
8 Si -4.782 -4.447 -2.594  O7 1.772, C9 1.964, C10 1.960, C11 1.948
9 C -5.714 -5.917 -3.504  Si8 1.964, H40 1.192, H41 1.174, H42 1.174
10 C -4.712 -4.793 -0.666  Si8 1.960, H43 1.182, H44 1.182, H45 1.176
11 C -5.939 -2.894 -2.805  Si8 1.948, H46 1.172, H47 1.194, H48 1.176
12 C -0.125 -2.752 -4.357  C4 1.642, O13 1.347, C14 1.642
13 O -0.753 -2.970 -5.529  C12 1.347
14 C 0.454 -1.248 -4.043  C12 1.642, C15 1.509, H49 1.176
15 C 1.409 -1.080 -2.886  C14 1.509, C16 1.639, C29 1.669
16 C 2.071 0.378 -2.534  C15 1.639, C17 1.638, H50 1.171, H51 1.194
17 C 1.143 1.362 -1.610  C16 1.638, C18 1.638, H52 1.192, H53 1.194
18 C 0.439 0.649 -0.314  C17 1.638, C19 1.673, H54 1.194, H55 1.170
19 C -1.029 1.424 -0.109  C18 1.673, C20 1.640, H56 1.193, H57 1.173
20 C -1.957 0.758 1.067  C19 1.640, C21 1.639, H58 1.176, H59 1.194
21 C -2.226 -0.845 0.856  C20 1.639, C22 1.661, H60 1.180, H61 1.185
22 C -2.478 -1.268 -0.730  C21 1.661, S23 1.878, H62 1.175, H63 1.188
23 S -3.907 -0.333 -1.511  C22 1.878, C24 1.890
24 C -3.442 0.311 -3.226  S23 1.890, N25 1.532, O28 1.489
25 N -4.218 0.177 -4.540  C24 1.532, N26 1.401
26 N -3.512 0.815 -5.567  N25 1.401, C27 1.519
27 C -2.213 1.425 -5.067  N26 1.519, O28 1.492, H64 1.171
28 O -2.231 1.085 -3.614  C24 1.489, C27 1.492
29 C 1.785 -2.458 -2.022  C3 1.645, C15 1.669, O30 1.362
30 O 2.828 -2.315 -1.158  C29 1.362
31 H -0.468 -4.827 0.394  C1 1.176
32 H 1.287 -4.073 0.896  C1 1.187
33 H 0.966 -5.933 0.947  C1 1.190
34 H 0.816 -6.197 -1.577  C2 1.175
35 H 2.429 -5.339 -1.102  C2 1.193
36 H -1.191 -5.449 -4.807  C5 1.191
37 H -0.304 -6.397 -3.440  C5 1.178
38 H -2.078 -5.242 -1.633  C6 1.174
39 H -2.867 -6.302 -3.037  C6 1.192
40 H -6.681 -6.154 -2.848  C9 1.192
41 H -5.043 -6.875 -3.604  C9 1.174
42 H -6.110 -5.496 -4.526  C9 1.174
43 H -5.536 -4.182 -0.078  C10 1.182
44 H -3.669 -4.385 -0.290  C10 1.182
45 H -4.796 -5.940 -0.420  C10 1.176
46 H -5.534 -2.196 -3.654  C11 1.172
47 H -7.025 -3.290 -3.102  C11 1.194
48 H -6.078 -2.330 -1.783  C11 1.176
49 H 0.132 -0.368 -4.753  C14 1.176
50 H 3.121 0.215 -2.043  C16 1.171
51 H 2.212 0.939 -3.578  C16 1.194
52 H 0.339 1.956 -2.259  C17 1.192
53 H 1.876 2.196 -1.172  C17 1.194
54 H 1.072 0.940 0.655  C18 1.194
55 H 0.336 -0.515 -0.375  C18 1.170
56 H -0.777 2.535 0.245  C19 1.193
57 H -1.625 1.527 -1.114  C19 1.173
58 H -1.537 0.978 2.144  C20 1.176
59 H -3.020 1.298 1.018  C20 1.194
60 H -1.325 -1.475 1.287  C21 1.180
61 H -3.188 -1.134 1.484  C21 1.185
62 H -1.507 -1.118 -1.374  C22 1.175
63 H -2.767 -2.421 -0.722  C22 1.188
64 H -1.366 2.020 -5.614  C27 1.171
65 C 2.086 -0.398 4.633  C66 1.515, H68 1.095, H69 1.094, H70 1.095
66 C 2.494 -0.172 3.192  C65 1.515, O67 1.420, H71 1.094, H72 1.094
67 O 2.460 1.215 2.891  C66 1.420, H73 0.973
68 H 1.078 -0.010 4.813  C65 1.095
69 H 2.103 -1.464 4.881  C65 1.094
70 H 2.758 0.133 5.315  C65 1.095
71 H 1.807 -0.686 2.514  C66 1.094
72 H 3.506 -0.546 3.008  C66 1.094
73 H 3.079 1.662 3.493  O67 0.973
74 C 6.208 3.501 6.154  C75 1.515, H77 1.095, H78 1.094, H79 1.095
75 C 5.654 2.490 5.173  C74 1.515, O76 1.420, H80 1.094, H81 1.094
76 O 4.236 2.547 5.166  C75 1.420, H82 0.973
77 H 5.829 3.306 7.163  C74 1.095
78 H 7.301 3.467 6.175  C74 1.094
79 H 5.892 4.515 5.886  C74 1.095
80 H 5.954 1.477 5.457  C75 1.094
81 H 6.019 2.686 4.159  C75 1.094
82 H 3.980 3.448 4.904  O76 0.973
83 C -0.348 -5.464 4.576  C84 1.515, H86 1.095, H87 1.094, H88 1.095
84 C -0.208 -6.748 3.786  C83 1.515, O85 1.420, H89 1.094, H90 1.094
85 O 0.930 -6.676 2.939  C84 1.420, H91 0.973
86 H -0.447 -4.607 3.902  C83 1.095
87 H -1.223 -5.502 5.230  C83 1.094
88 H 0.543 -5.286 5.187  C83 1.095
89 H -1.090 -6.911 3.160  C84 1.094
90 H -0.094 -7.609 4.453  C84 1.094
91 H 1.709 -6.540 3.505  O85 0.973
92 C -3.655 4.651 -5.010  C93 1.515, H95 1.095, H96 1.094, H97 1.095
93 C -4.886 5.503 -5.241  C92 1.515, O94 1.420, H98 1.094, H99 1.094
94 O -4.703 6.787 -4.663  C93 1.420, H100 0.973
95 H -3.456 4.546 -3.938  C92 1.095
96 H -3.782 3.656 -5.445  C92 1.094
97 H -2.771 5.120 -5.453  C92 1.095
98 H -5.763 5.041 -4.777  C93 1.094
99 H -5.085 5.624 -6.310  C93 1.094
100 H -3.927 7.191 -5.087  O94 0.973
101 C 6.578 5.673 1.441  C102 1.515, H104 1.095, H105 1.094, H106 1.095
102 C 5.711 5.899 2.662  C101 1.515, O103 1.420, H107 1.094, H108 1.094
103 O 6.274 5.238 3.785  C102 1.420, H109 0.973
104 H 6.670 4.603 1.227  C101 1.095
105 H 6.155 6.172 0.564  C101 1.094
106 H 7.591 6.053 1.609  C101 1.095
107 H 4.706 5.499 2.498  C102 1.094
108 H 5.624 6.966 2.889  C102 1.094
109 H 7.163 5.607 3.928  O103 0.973
110 C -9.221 6.216 -5.104  C111 1.515, H113 1.095, H114 1.094, H115 1.095
111 C -9.313 5.452 -3.800  C110 1.515, O112 1.420, H116 1.094, H117 1.094
112 O -8.156 4.648 -3.625  C111 1.420, H118 0.973
113 H -9.124 5.525 -5.949  C110 1.095
114 H -10.108 6.837 -5.256  C110 1.094
115 H -8.334 6.858 -5.115  C110 1.095
116 H -10.188 4.795 -3.802  C111 1.094
117 H -9.398 6.136 -2.950  C111 1.094
118 H -7.385 5.242 -3.616  O112 0.973
119 C 10.907 1.371 7.605  C120 1.515, H122 1.095, H123 1.094, H124 1.095
120 C 9.659 1.998 7.018  C119 1.515, O121 1.420, H125 1.094, H126 1.094
121 O 9.721 3.411 7.145  C120 1.420, H127 0.973
122 H 11.013 1.640 8.661  C119 1.095
123 H 10.873 0.282 7.519  C119 1.094
124 H 11.802 1.737 7.092  C119 1.095
125 H 8.769 1.647 7.548  C120 1.094
126 H 9.553 1.745 5.959  C120 1.094
127 H 10.510 3.714 6.664  O121 0.973

Results
E_tot = -82763.77108 eV
E_LUMO = -1.45 eV
charge = 0
gap between HOMO and LUMO = 7.233 eV
SMILES = CCC1=C(CCO[Si](C)(C)C)C(=O)C=C(CCCCCCCSc2nnco2)C1=O.CCO.CCO.CCO.CCO.CCO.CCO.CCO